Here is a structure of composition C32H45ClN7O4PdS3 from the OMol25 dataset. Energies are from the ωB97M-V functional and the def2-TZVPD basis.

As for the spin multiplicity: 1. As for the charge: +1. For the energy relative to the best compared isomer or geometry (same formula, charge and spin), the calculation gives 77.2 kJ/mol.

Geometry (Å):
Pd (0.75, 2.57, 1.59)
N (2.40, 3.62, 2.36)
C (3.13, 2.54, 3.12)
C (1.98, 1.68, 3.57)
O (1.36, 2.05, 4.58)
O (1.66, 0.73, 2.79)
H (3.01, 4.08, 1.70)
H (2.04, 4.29, 3.03)
H (3.70, 2.90, 3.97)
H (3.78, 2.01, 2.42)
S (-0.78, 4.14, 2.47)
C (-1.71, 3.14, 3.50)
N (-1.29, 2.08, 4.13)
C (-2.18, 1.55, 5.18)
C (-3.59, 2.08, 4.87)
S (-3.36, 3.54, 3.81)
H (-0.26, 1.95, 4.24)
H (-1.83, 1.90, 6.15)
H (-2.16, 0.47, 5.17)
H (-4.12, 2.38, 5.77)
H (-4.19, 1.36, 4.33)
C (-0.87, -2.02, -1.03)
C (-1.38, -1.80, -2.47)
C (-1.60, -3.19, -3.09)
C (-0.29, -1.10, -3.29)
C (-2.72, -0.96, -2.55)
O (-3.08, -0.80, -3.93)
C (-3.87, -1.63, -1.78)
C (-5.29, -1.11, -2.06)
C (-5.72, 0.14, -1.35)
C (-6.00, 1.32, -2.04)
C (-6.33, 2.49, -1.37)
C (-6.40, 2.48, 0.01)
Cl (-6.79, 3.95, 0.87)
C (-6.18, 1.31, 0.72)
C (-5.84, 0.16, 0.04)
C (-2.51, 0.51, -2.19)
N (-2.00, 0.84, -0.86)
C (-0.90, 1.53, -0.58)
N (-0.79, 1.61, 0.74)
C (-1.86, 0.92, 1.22)
N (-2.62, 0.43, 0.28)
H (-0.09, -2.79, -1.05)
H (-1.65, -2.37, -0.35)
H (-0.41, -1.12, -0.60)
H (-0.64, -3.72, -3.12)
H (-1.97, -3.14, -4.12)
H (-2.28, -3.81, -2.50)
H (0.53, -1.79, -3.46)
H (0.11, -0.22, -2.77)
H (-0.67, -0.78, -4.26)
H (-3.43, -1.63, -4.26)
H (-3.67, -1.58, -0.71)
H (-3.86, -2.68, -2.07)
H (-5.96, -1.92, -1.76)
H (-5.42, -0.98, -3.14)
H (-5.95, 1.32, -3.12)
H (-6.54, 3.40, -1.91)
H (-6.28, 1.32, 1.80)
H (-5.67, -0.76, 0.60)
H (-3.46, 1.03, -2.32)
H (-1.81, 0.93, -2.90)
H (-0.25, 1.96, -1.31)
H (-2.06, 0.78, 2.27)
C (7.39, -0.83, 1.68)
C (6.13, -0.04, 1.34)
C (5.77, -0.20, -0.13)
N (4.65, 0.65, -0.55)
C (3.41, 0.65, -0.09)
S (2.42, 2.02, -0.38)
N (2.96, -0.42, 0.62)
C (3.11, -1.81, 0.45)
O (2.83, -2.53, 1.37)
C (3.51, -2.34, -0.89)
C (4.25, -3.52, -0.92)
C (4.64, -4.05, -2.14)
C (4.27, -3.43, -3.32)
C (3.50, -2.27, -3.29)
C (3.13, -1.72, -2.07)
H (7.63, -0.73, 2.74)
H (8.24, -0.47, 1.10)
H (7.26, -1.89, 1.46)
H (6.27, 1.02, 1.56)
H (5.29, -0.39, 1.96)
H (5.56, -1.24, -0.36)
H (6.62, 0.09, -0.75)
H (4.87, 1.46, -1.11)
H (2.37, -0.14, 1.43)
H (4.51, -4.00, 0.01)
H (5.24, -4.96, -2.16)
H (4.57, -3.85, -4.28)
H (3.19, -1.80, -4.21)
H (2.51, -0.82, -2.05)

Okay, here come the Löwdin numbers, in e, for every atom: atom 1 (Pd): 0.63, atom 2 (N): -0.06, atom 3 (C): -0.12, atom 4 (C): -0.71, atom 5 (O): -0.01, atom 6 (O): -0.10, atom 7 (H): 0.09, atom 8 (H): 0.08, atom 9 (H): 0.13, atom 10 (H): 0.09, atom 11 (S): 0.68, atom 12 (C): -1.09, atom 13 (N): -0.04, atom 14 (C): -0.17, atom 15 (C): -0.39, atom 16 (S): 0.98, atom 17 (H): 0.08, atom 18 (H): 0.13, atom 19 (H): 0.13, atom 20 (H): 0.08, atom 21 (H): 0.07, atom 22 (C): -0.03, atom 23 (C): -0.49, atom 24 (C): -0.04, atom 25 (C): -0.04, atom 26 (C): -0.43, atom 27 (O): -0.01, atom 28 (C): -0.11, atom 29 (C): -0.12, atom 30 (C): -0.24, atom 31 (C): -0.05, atom 32 (C): -0.10, atom 33 (C): -0.67, atom 34 (Cl): 0.66, atom 35 (C): -0.11, atom 36 (C): -0.05, atom 37 (C): -0.02, atom 38 (N): -0.06, atom 39 (C): -0.14, atom 40 (N): -0.07, atom 41 (C): -0.15, atom 42 (N): 0.17, atom 43 (H): 0.09, atom 44 (H): 0.09, atom 45 (H): 0.07, atom 46 (H): 0.09, atom 47 (H): 0.09, atom 48 (H): 0.08, atom 49 (H): 0.07, atom 50 (H): 0.07, atom 51 (H): 0.09, atom 52 (H): 0.10, atom 53 (H): 0.10, atom 54 (H): 0.11, atom 55 (H): 0.13, atom 56 (H): 0.11, atom 57 (H): 0.12, atom 58 (H): 0.11, atom 59 (H): 0.10, atom 60 (H): 0.12, atom 61 (H): 0.13, atom 62 (H): 0.13, atom 63 (H): 0.11, atom 64 (H): 0.11, atom 65 (C): -0.09, atom 66 (C): -0.24, atom 67 (C): -0.15, atom 68 (N): 0.05, atom 69 (C): -0.78, atom 70 (S): 0.69, atom 71 (N): 0.12, atom 72 (C): -0.40, atom 73 (O): 0.13, atom 74 (C): -0.18, atom 75 (C): -0.02, atom 76 (C): -0.05, atom 77 (C): -0.06, atom 78 (C): -0.07, atom 79 (C): -0.04, atom 80 (H): 0.08, atom 81 (H): 0.08, atom 82 (H): 0.08, atom 83 (H): 0.11, atom 84 (H): 0.11, atom 85 (H): 0.10, atom 86 (H): 0.13, atom 87 (H): 0.13, atom 88 (H): 0.10, atom 89 (H): 0.13, atom 90 (H): 0.11, atom 91 (H): 0.11, atom 92 (H): 0.11, atom 93 (H): 0.10